Record 1
83
Properties=species:S:1:pos:R:3:mulliken_charge:R:1 method="wB97M-V/def2-TZVPD" charge=0 e_homo_ha="-0.2622 / -0.2757" spin_multiplicity=2 e_lumo_ha="0.0062 / 0.0104"
Mn -0.518 -0.681 0.000 0.20
C 1.322 1.991 -0.480 -1.53
C 0.156 2.247 0.497 -1.33
P -1.386 1.478 -0.165 1.30
C -1.656 2.427 -1.701 0.36
C -1.539 3.819 -1.733 -0.27
C -1.666 4.505 -2.932 -0.75
C -1.915 3.811 -4.115 -0.64
C -2.053 2.433 -4.089 -0.44
C -1.920 1.745 -2.886 -0.83
C -2.729 2.002 0.959 0.60
C -2.785 1.400 2.222 -0.29
C -3.820 1.702 3.099 -0.79
C -4.825 2.582 2.718 -0.51
C -4.792 3.160 1.457 -0.78
C -3.750 2.872 0.580 -0.68
P 1.371 0.214 -1.030 1.95
C 3.169 -0.177 -1.080 0.52
C 3.723 -0.902 -2.136 -0.56
C 5.085 -1.185 -2.158 -0.68
C 5.906 -0.754 -1.124 -0.47
C 5.356 -0.065 -0.052 -0.76
C 3.995 0.208 -0.025 -0.40
C 0.917 0.293 -2.788 0.54
C 0.100 -0.723 -3.283 -0.49
C -0.284 -0.730 -4.623 -0.40
C 0.148 0.283 -5.467 -0.61
C 0.965 1.299 -4.977 -0.84
C 1.353 1.301 -3.647 -0.40
H 2.268 2.255 -0.018 0.83
H 1.211 2.607 -1.370 0.28
H 0.029 3.314 0.675 0.79
H 0.349 1.758 1.449 0.39
H -1.364 4.376 -0.820 0.40
H -1.573 5.584 -2.945 0.43
H -1.999 4.349 -5.051 0.40
H -2.260 1.886 -5.002 0.49
H -2.010 0.663 -2.875 0.46
H -2.020 0.694 2.513 0.25
H -3.846 1.236 4.079 0.43
H -5.640 2.806 3.398 0.38
H -5.582 3.835 1.147 0.40
H -3.749 3.328 -0.402 0.37
H 3.098 -1.247 -2.950 0.36
H 5.502 -1.743 -2.988 0.41
H 6.969 -0.963 -1.150 0.38
H 5.986 0.260 0.769 0.40
H 3.577 0.710 0.842 0.38
H -0.235 -1.516 -2.622 -0.09
H -0.918 -1.524 -5.000 0.42
H -0.144 0.281 -6.511 0.43
H 1.301 2.090 -5.637 0.45
H 2.004 2.089 -3.282 0.52
C -1.974 -2.147 -0.247 -1.96
C -1.071 -3.314 -0.255 0.64
C -0.491 -3.817 0.915 -0.11
C 0.328 -4.936 0.896 -0.94
C 0.609 -5.588 -0.299 0.67
C 0.075 -5.084 -1.477 -0.98
C -0.743 -3.967 -1.450 -0.09
C 1.405 -6.801 -0.313 -0.07
N 2.037 -7.763 -0.325 -0.54
H -2.576 -2.038 0.646 0.64
H -2.571 -2.045 -1.148 0.48
H -0.690 -3.310 1.850 0.47
H 0.758 -5.310 1.818 0.46
H 0.301 -5.577 -2.415 0.45
H -1.173 -3.603 -2.378 0.42
C -0.879 -1.599 5.688 -0.95
Si 0.453 -0.592 4.890 -0.22
C 2.121 -1.218 5.385 -0.99
C 0.290 1.183 5.403 -0.89
C 0.230 -0.669 3.091 -0.20
C -0.032 -0.692 1.900 0.10
H -0.828 -1.531 6.783 0.34
H -0.792 -2.654 5.405 0.29
H -1.866 -1.246 5.367 0.26
H 2.250 -1.146 6.472 0.30
H 2.908 -0.624 4.906 0.29
H 2.259 -2.264 5.090 0.30
H 0.366 1.292 6.491 0.35
H -0.673 1.598 5.081 0.23
H 1.084 1.782 4.943 0.27

Record 2
102
Properties=species:S:1:pos:R:3:mulliken_charge:R:1 method="wB97M-V/def2-TZVPD" charge=0 e_homo_ha=-0.3324 spin_multiplicity=1 e_above_lowest_ev=2.6329 smiles=OCCO.OCCO.OCCO.OCCO.OCCO.OCCO.OCCO.OCCO.OCCO.CO.CO e_lumo_ha=-0.0045
C 0.817 -3.737 3.309 -0.51
O 0.997 -4.351 2.034 -0.51
H -0.222 -3.458 3.484 0.22
H 1.233 -4.321 4.130 0.34
H 1.257 -2.749 3.179 0.12
H 1.938 -4.448 1.868 0.23
C 2.337 -4.648 -1.020 -0.34
O 1.533 -4.059 -2.030 -0.58
H 3.146 -5.189 -1.511 0.33
H 2.620 -3.871 -0.311 0.02
H 1.699 -5.307 -0.431 0.17
H 0.771 -3.571 -1.711 0.38
C -0.283 4.462 3.371 -0.52
C 0.867 3.732 2.714 -0.51
O 0.532 3.432 1.378 -0.06
O -0.501 5.760 2.829 -0.58
H -0.050 4.453 4.436 0.38
H -1.242 3.960 3.242 0.22
H 1.087 2.818 3.266 0.34
H 1.726 4.386 2.865 0.38
H 0.553 4.186 0.784 0.21
H -1.340 5.717 2.365 0.33
C 4.221 0.188 1.537 0.12
C 4.500 0.485 0.039 0.11
O 4.592 -0.634 -0.776 -0.55
O 4.162 1.343 2.333 -0.54
H 4.999 -0.514 1.837 0.40
H 3.304 -0.392 1.642 -0.25
H 5.425 1.053 -0.053 0.54
H 3.808 1.156 -0.470 -0.26
H 4.820 -0.301 -1.647 0.33
H 3.815 1.029 3.170 0.33
C -3.573 -0.865 -0.525 -0.46
C -4.174 0.431 0.041 -0.69
O -3.242 1.513 0.050 -0.38
O -2.486 -1.144 0.366 -0.44
H -3.397 -0.748 -1.595 0.23
H -4.296 -1.669 -0.388 0.49
H -4.596 0.316 1.039 0.33
H -4.966 0.769 -0.628 0.46
H -3.685 2.213 0.535 0.18
H -2.069 -0.298 0.546 -0.20
C -1.558 -5.366 0.124 0.97
C -2.950 -5.825 -0.195 -0.78
O -2.946 -7.204 -0.580 -0.56
O -1.220 -5.760 1.438 -0.60
H -1.491 -4.278 0.126 -0.48
H -0.791 -5.529 -0.632 0.11
H -3.370 -5.279 -1.040 0.30
H -3.708 -5.632 0.564 0.36
H -2.860 -7.741 0.211 0.33
H -0.421 -5.293 1.691 0.42
C 2.046 4.365 -1.769 -0.87
C 2.159 2.839 -2.115 0.82
O 1.188 2.344 -3.043 -0.39
O 0.900 4.869 -1.116 -0.61
H 2.182 4.931 -2.690 0.34
H 2.928 4.527 -1.150 0.47
H 2.050 2.195 -1.242 -0.80
H 3.160 2.647 -2.500 0.53
H 0.324 2.322 -2.626 0.16
H 0.182 4.786 -1.747 0.22
C -1.861 0.463 3.435 1.09
C -2.531 0.576 4.783 -0.72
O -2.831 1.916 5.145 -0.51
O -1.155 -0.778 3.184 -0.65
H -1.193 1.313 3.294 -0.22
H -2.593 0.428 2.629 -0.32
H -1.793 0.104 5.432 0.33
H -3.441 -0.024 4.763 0.28
H -2.964 2.060 6.084 0.29
H -0.999 -0.809 2.237 0.25
C 1.523 -0.739 -5.185 -0.58
C 1.437 -1.174 -3.727 0.04
O 0.132 -1.322 -3.227 -0.55
O 1.363 0.659 -5.196 -0.56
H 0.808 -1.193 -5.871 0.32
H 2.523 -0.906 -5.586 0.28
H 1.899 -0.527 -2.982 0.13
H 2.001 -2.106 -3.766 0.20
H 0.243 -1.603 -2.315 0.32
H 1.238 0.996 -4.306 0.51
C 1.021 -1.459 0.084 -0.20
C 0.858 0.081 -0.050 0.99
O -0.272 0.594 0.676 1.14
O -0.088 -2.080 -0.506 -0.23
H 1.056 -1.762 1.130 -0.55
H 1.959 -1.753 -0.388 0.38
H 0.694 0.337 -1.097 -0.65
H 1.787 0.565 0.252 0.03
H -0.170 1.547 0.728 -0.62
H -0.889 -1.655 -0.191 0.04
C -2.100 2.591 -2.851 -0.68
C -2.154 4.044 -2.446 -0.66
O -1.104 4.803 -2.942 -0.64
O -1.302 1.805 -2.020 0.18
H -1.707 2.527 -3.865 0.42
H -3.129 2.245 -2.956 0.65
H -2.364 4.137 -1.381 0.24
H -3.035 4.488 -2.911 0.41
H -1.446 5.004 -3.816 0.37
H -1.860 1.566 -1.276 -0.37

Record 3
158
Properties=species:S:1:pos:R:3:mulliken_charge:R:1 method="wB97M-V/def2-TZVPD" charge=-2 e_homo_ha=-0.0345 spin_multiplicity=1 e_lumo_ha=0.1241
C -2.565 3.519 2.532 1.39
O -1.905 4.485 3.383 -0.49
O -3.090 2.565 3.331 -0.94
C -3.486 4.217 1.498 0.52
F -3.010 5.420 1.061 -0.34
F -3.674 3.449 0.413 -0.17
F -4.680 4.566 2.067 -0.34
C -0.559 4.687 3.078 0.47
C -0.133 5.552 1.879 -1.31
H -0.660 6.510 1.962 0.45
H 0.950 5.638 1.851 0.60
H -0.562 5.195 0.936 0.02
H -0.027 3.739 2.944 -0.33
H -0.158 5.252 3.925 0.37
H -1.823 2.958 1.940 -0.84
As -0.478 0.566 -0.361 1.81
F -0.593 -1.192 -0.559 -0.55
F -0.944 0.365 1.321 -0.38
F -0.427 2.284 -0.037 -0.51
F -0.139 0.876 -2.086 -0.45
F -2.184 0.815 -0.735 -0.25
F 1.214 0.476 -0.007 -0.48
C 1.627 0.056 -4.728 -0.93
C 0.403 0.472 -5.538 0.91
C -0.396 -0.710 -6.127 -0.35
O 0.522 -1.520 -6.806 -0.29
C 0.006 -2.695 -7.333 -0.75
N -0.437 1.412 -4.769 -0.52
H 2.410 -0.170 -5.456 0.50
H 1.511 -0.770 -4.029 -0.25
H 2.025 0.939 -4.226 0.28
H 0.739 0.985 -6.448 0.14
H -1.267 -0.384 -6.706 0.43
H -0.820 -1.200 -5.234 -0.13
H -0.545 -3.279 -6.580 0.27
H 0.806 -3.336 -7.703 0.26
H -0.743 -2.527 -8.120 0.31
H -1.422 1.176 -4.803 0.31
H -0.237 1.127 -3.799 0.13
C 0.244 -1.236 4.366 -1.38
C -0.088 0.185 4.901 0.92
C 0.949 1.170 4.415 -0.38
O 0.759 2.519 4.760 0.03
C 1.101 2.804 6.085 -0.95
N -1.498 0.482 4.488 -0.57
H -0.237 -1.485 3.422 0.11
H 0.032 -2.049 5.063 0.38
H 1.312 -1.332 4.113 0.28
H -0.116 0.096 5.994 0.40
H 0.870 1.040 3.327 -0.46
H 1.976 0.885 4.680 0.42
H 2.187 2.952 6.164 0.28
H 0.751 2.145 6.883 0.26
H 0.657 3.780 6.299 0.27
H -1.506 0.578 3.468 -0.17
H -1.872 -0.468 4.469 0.28
C 4.099 1.963 2.452 -1.19
C 4.086 3.325 3.159 0.80
C 5.294 4.209 2.831 -1.14
O 6.533 3.713 3.343 -0.40
C 7.517 4.747 3.329 -0.72
N 2.868 4.027 2.870 -0.42
H 4.502 2.073 1.436 0.47
H 3.079 1.618 2.285 -0.08
H 4.760 1.228 2.916 0.45
H 4.103 3.138 4.240 0.34
H 5.097 5.233 3.158 0.48
H 5.415 4.186 1.739 0.30
H 8.517 4.391 3.562 0.26
H 7.244 5.518 4.054 0.27
H 7.461 5.113 2.299 0.32
H 2.609 3.984 1.860 0.48
H 2.114 3.540 3.347 0.09
C -2.707 -2.544 1.910 -1.34
C -4.037 -1.993 1.331 1.76
C -5.167 -2.787 1.979 -1.20
O -6.429 -2.398 1.445 -0.24
C -7.450 -3.205 1.975 -0.82
N -4.103 -0.545 1.389 -0.29
H -1.723 -2.146 1.680 -0.11
H -2.626 -3.631 1.751 0.47
H -2.820 -2.573 3.005 0.35
H -3.952 -2.318 0.292 -0.57
H -5.167 -2.562 3.053 0.58
H -4.934 -3.847 1.838 0.34
H -8.435 -2.782 1.776 0.26
H -7.321 -3.345 3.053 0.32
H -7.507 -4.213 1.541 0.30
H -3.184 -0.209 1.116 -0.39
H -4.208 -0.314 2.376 0.34
C 1.301 -3.545 -2.266 -0.09
C -0.062 -4.264 -2.388 0.76
C -0.273 -5.362 -1.343 -0.98
O 0.872 -6.235 -1.334 -0.23
C 0.957 -7.094 -2.454 -0.80
N -1.126 -3.271 -2.441 -0.43
H 2.100 -4.290 -2.341 0.30
H 1.389 -3.200 -1.234 -0.38
H 1.443 -2.701 -2.935 -0.25
H -0.121 -4.748 -3.370 0.26
H -1.144 -6.003 -1.496 0.43
H -0.242 -5.000 -0.314 0.12
H -0.011 -7.502 -2.759 0.31
H 1.564 -7.970 -2.223 0.26
H 1.432 -6.571 -3.287 0.29
H -0.927 -2.528 -1.767 0.27
H -1.073 -2.797 -3.336 0.18
C 4.590 -5.390 0.381 -1.27
C 3.582 -5.223 1.540 0.54
C 2.865 -3.894 1.437 0.62
O 3.670 -2.747 1.353 -0.51
C 2.899 -1.575 1.221 0.36
N 2.686 -6.377 1.483 -0.72
H 5.146 -6.322 0.451 0.43
H 5.316 -4.568 0.399 0.34
H 4.066 -5.205 -0.561 0.11
H 4.244 -5.249 2.410 0.28
H 2.129 -3.805 2.245 0.17
H 2.248 -4.005 0.535 -0.75
H 2.453 -1.216 2.152 -0.04
H 2.165 -1.650 0.416 -0.16
H 3.573 -0.787 0.880 0.06
H 2.083 -6.466 0.672 0.24
H 3.183 -7.254 1.528 0.28
C 3.394 5.279 -0.993 -1.84
C 1.975 4.727 -0.926 0.99
C 1.452 4.084 -2.219 -0.65
O 1.803 4.927 -3.330 -0.42
C 1.519 4.269 -4.523 -0.72
N 1.953 3.759 0.178 0.18
H 3.818 5.579 -0.036 0.37
H 3.423 6.170 -1.629 0.41
H 4.068 4.569 -1.482 0.35
H 1.260 5.547 -0.842 0.23
H 0.364 4.006 -2.127 0.32
H 1.785 3.050 -2.365 0.23
H 2.087 3.361 -4.770 0.25
H 1.693 4.945 -5.366 0.37
H 0.470 3.950 -4.558 0.29
H 2.105 2.805 -0.133 0.00
H 1.003 3.769 0.539 -0.70
C -3.937 0.510 -3.792 -1.18
C -4.964 0.116 -2.716 0.15
C -4.930 -1.411 -2.480 -0.37
O -5.557 -1.897 -1.332 -0.26
C -5.516 -3.309 -1.402 -0.68
N -4.895 0.955 -1.534 -0.51
H -2.936 0.208 -3.483 -0.02
H -3.927 1.599 -3.909 0.52
H -4.215 0.252 -4.820 0.46
H -5.902 0.412 -3.207 0.37
H -3.856 -1.639 -2.435 -0.13
H -5.362 -1.752 -3.431 0.35
H -5.864 -3.798 -0.495 0.09
H -4.475 -3.630 -1.535 0.24
H -6.127 -3.651 -2.245 0.39
H -3.928 0.976 -1.191 0.29
H -5.060 1.896 -1.879 0.29

Record 4
53
Properties=species:S:1:pos:R:3:mulliken_charge:R:1 method="wB97M-V/def2-TZVPD" charge=0 e_homo_ha=-0.3111 spin_multiplicity=1 smiles=CC[C@@H](I)c1nc2ccc(C)cc2nc1CCCOC.CCCC#N e_lumo_ha=-0.0340
C 0.002 -0.587 -4.431 -1.01
C -0.728 -0.315 -3.004 -0.26
C 0.218 0.424 -1.929 -0.97
I -1.128 1.694 -0.725 0.09
C 1.063 -0.615 -1.011 0.73
N 0.739 -1.993 -1.178 -0.33
C 1.602 -2.778 -0.338 0.22
C 1.430 -4.353 -0.413 -0.43
C 2.287 -5.341 0.415 -0.66
C 3.363 -4.800 1.416 0.58
C 4.306 -5.706 2.344 -1.02
C 3.534 -3.249 1.489 -0.51
C 2.692 -2.241 0.618 0.31
N 2.989 -0.840 0.760 -0.48
C 2.161 -0.027 -0.070 0.32
C 2.453 1.565 -0.016 -0.74
C 1.913 2.271 1.320 -0.07
C 2.716 1.897 2.659 -0.50
O 1.766 2.074 3.771 -0.40
C 0.999 0.865 3.990 -0.53
H -0.170 -1.680 -4.731 0.24
H -0.541 0.040 -5.240 0.29
H 1.102 -0.287 -4.380 0.31
H -1.256 -1.249 -2.596 0.39
H -1.580 0.434 -3.239 0.27
H 0.967 1.126 -2.456 0.41
H 0.643 -4.817 -1.114 0.32
H 2.165 -6.484 0.318 0.26
H 4.062 -6.824 2.248 0.31
H 4.072 -5.398 3.436 0.27
H 5.424 -5.497 2.188 0.27
H 4.323 -2.855 2.227 0.28
H 3.610 1.648 -0.031 0.35
H 2.093 2.112 -0.961 0.22
H 2.042 3.413 1.168 0.22
H 0.815 2.026 1.501 0.02
H 3.570 2.641 2.890 0.30
H 3.181 0.854 2.671 0.28
H 1.318 -0.016 3.337 0.21
H 0.933 0.568 5.109 0.24
H -0.099 1.103 3.691 0.20
C -6.894 2.752 -0.197 -1.17
C -5.589 3.536 -0.261 -0.28
C -5.397 4.278 -1.584 -0.37
C -5.266 3.363 -2.723 0.22
N -5.169 2.643 -3.616 -0.44
H -6.924 1.963 -0.953 0.34
H -7.001 2.278 0.782 0.33
H -7.754 3.409 -0.351 0.31
H -4.750 2.854 -0.086 0.16
H -5.582 4.266 0.554 0.32
H -4.493 4.891 -1.516 0.28
H -6.233 4.964 -1.753 0.30